No. 1
{
  "formula": "C23H26N2O3",
  "method": "ωB97M-V/def2-TZVPD",
  "gap_ha": 0.32261,
  "energy_ev": -33398.392,
  "homo_ha": -0.3191,
  "symbols": ["C", "C", "C", "C", "C", "N", "C", "C", "C", "C", "C", "C", "C", "C", "C", "O", "C", "O", "N", "C", "H", "H", "C", "C", "C", "C", "C", "C", "C", "H", "H", "H", "H", "H", "H", "H", "H", "O", "H", "H", "H", "H", "H", "H", "H", "H", "H", "H", "H", "H", "H", "H", "H", "H"],
  "xyz": [[-3.932, -0.927, -0.939], [-2.730, -0.763, -0.017], [-2.033, -2.084, 0.309], [-1.443, -2.820, -0.895], [-0.302, -2.063, -1.583], [0.814, -1.813, -0.684], [1.635, -2.841, -0.292], [1.545, -4.128, -0.843], [2.384, -5.135, -0.422], [3.341, -4.909, 0.563], [3.458, -3.654, 1.107], [2.621, -2.614, 0.687], [2.764, -1.293, 1.242], [1.976, -0.261, 0.764], [0.972, -0.506, -0.244], [0.250, 0.372, -0.722], [2.195, 1.094, 1.326], [3.025, 1.279, 2.235], [1.482, 2.094, 0.812], [1.574, 3.454, 1.278], [2.245, 3.461, 2.141], [2.003, 4.080, 0.487], [0.190, 3.996, 1.664], [-0.705, 4.055, 0.458], [-0.617, 5.123, -0.427], [-1.398, 5.159, -1.568], [-2.276, 4.124, -1.840], [-2.372, 3.058, -0.964], [-1.591, 3.024, 0.178], [-1.672, 2.188, 0.858], [-3.055, 2.247, -1.171], [-2.885, 4.151, -2.732], [-1.321, 5.997, -2.246], [0.068, 5.933, -0.218], [0.319, 4.994, 2.087], [-0.245, 3.349, 2.427], [0.805, 1.862, 0.085], [3.668, -1.127, 2.185], [3.632, -0.140, 2.437], [4.196, -3.434, 1.862], [3.987, -5.710, 0.887], [2.295, -6.114, -0.868], [0.829, -4.347, -1.617], [-0.653, -1.084, -1.914], [0.049, -2.612, -2.459], [-2.222, -3.000, -1.637], [-1.082, -3.792, -0.551], [-1.235, -1.891, 1.030], [-2.753, -2.752, 0.792], [-3.068, -0.324, 0.925], [-2.015, -0.070, -0.461], [-4.474, 0.013, -1.022], [-4.616, -1.678, -0.547], [-3.627, -1.226, -1.939]],
  "forces_ev_per_angstrom": [[0.169, 0.090, 0.153], [-0.090, -0.141, 0.000], [0.036, 0.124, -0.157], [0.122, 0.118, 0.160], [-0.460, -0.097, -0.255], [-0.151, 0.226, -0.166], [0.556, -0.200, 0.431], [-0.090, -0.020, -0.121], [-0.001, 0.094, 0.041], [0.072, -0.051, 0.046], [-0.083, 0.086, -0.053], [-0.023, -0.215, -0.036], [-0.225, 0.371, -0.094], [0.321, -0.024, 0.344], [0.111, -0.090, -0.045], [-0.033, 0.088, 0.007], [-0.231, -0.025, -0.310], [0.289, -0.153, 0.256], [-0.250, 0.153, -0.173], [0.150, 0.206, 0.392], [-0.066, 0.077, -0.171], [0.005, -0.002, 0.126], [0.240, -0.070, -0.162], [-0.096, 0.021, 0.171], [-0.012, -0.007, -0.024], [0.043, 0.082, -0.063], [-0.086, -0.028, -0.084], [-0.051, -0.034, -0.078], [-0.006, 0.066, 0.039], [0.010, -0.110, 0.084], [-0.071, -0.099, -0.024], [-0.051, 0.001, -0.062], [0.001, 0.062, -0.047], [0.071, 0.089, 0.030], [-0.026, -0.005, 0.039], [0.019, 0.039, 0.046], [0.184, -0.162, 0.085], [-0.043, 0.068, -0.061], [-0.129, -0.118, -0.145], [0.063, -0.006, 0.058], [0.066, -0.058, 0.037], [-0.027, -0.066, -0.051], [-0.101, 0.028, -0.034], [0.119, -0.222, -0.039], [0.015, 0.075, 0.043], [-0.003, -0.093, -0.064], [-0.069, -0.048, -0.091], [-0.008, -0.075, 0.090], [0.034, -0.007, 0.084], [0.050, 0.076, 0.007], [0.005, 0.068, 0.074], [-0.105, 0.055, -0.078], [-0.123, -0.087, -0.017], [-0.038, -0.049, -0.142]]
}

=====

No. 2
{
  "formula": "C23H26N2O5",
  "method": "ωB97M-V/def2-TZVPD",
  "gap_ha": 0.32296,
  "energy_ev": -37492.570,
  "homo_ha": -0.3070,
  "symbols": ["C", "C", "O", "C", "C", "C", "C", "C", "C", "N", "C", "O", "C", "H", "H", "O", "C", "O", "C", "H", "C", "N", "C", "O", "C", "H", "H", "C", "C", "C", "C", "C", "C", "C", "H", "H", "H", "H", "H", "H", "C", "H", "H", "H", "H", "H", "H", "H", "H", "H", "H", "H", "H", "H", "H", "H"],
  "xyz": [[-2.902, -0.327, -3.083], [-1.785, -0.792, -2.155], [-1.284, 0.249, -1.339], [-2.044, 0.709, -0.289], [-3.203, 0.122, 0.186], [-3.866, 0.672, 1.274], [-3.382, 1.809, 1.890], [-2.224, 2.410, 1.424], [-1.554, 1.870, 0.339], [-0.373, 2.408, -0.183], [0.316, 3.506, 0.195], [-0.010, 4.308, 1.038], [1.620, 3.669, -0.607], [1.428, 4.285, -1.489], [2.360, 4.159, 0.033], [2.123, 2.421, -1.078], [3.029, 1.799, -0.301], [3.489, 2.275, 0.697], [3.399, 0.439, -0.879], [3.927, 0.618, -1.818], [2.162, -0.448, -1.092], [2.025, -1.139, 0.172], [3.164, -1.152, 0.909], [3.313, -1.709, 1.969], [4.215, -0.360, 0.135], [4.906, -1.053, -0.346], [4.775, 0.279, 0.816], [0.773, -1.632, 0.625], [0.129, -0.979, 1.679], [-1.101, -1.463, 2.104], [-1.677, -2.563, 1.499], [-1.022, -3.207, 0.466], [0.213, -2.757, 0.020], [0.934, -3.487, -1.074], [0.558, -4.503, -1.161], [0.790, -2.992, -2.035], [2.001, -3.527, -0.864], [-1.464, -4.081, 0.007], [-2.636, -2.925, 1.840], [-1.610, -0.964, 2.915], [0.756, 0.195, 2.361], [1.220, 0.876, 1.651], [0.016, 0.742, 2.939], [1.539, -0.154, 3.035], [2.350, -1.158, -1.908], [1.254, 0.111, -1.325], [0.003, 1.868, -0.953], [-1.833, 3.298, 1.891], [-3.901, 2.234, 2.735], [-4.767, 0.199, 1.633], [-3.598, -0.771, -0.270], [-2.107, -1.639, -1.538], [-0.920, -1.109, -2.745], [-3.216, -1.152, -3.716], [-2.548, 0.486, -3.713], [-3.757, 0.028, -2.514]],
  "forces_ev_per_angstrom": [[0.289, 0.041, 0.303], [-0.252, -0.285, -0.369], [-0.022, 0.430, 0.414], [-0.029, 0.164, 0.042], [0.097, 0.006, -0.237], [-0.060, 0.041, 0.052], [-0.072, -0.126, 0.017], [0.063, 0.066, 0.039], [-0.163, -0.083, -0.020], [-0.084, -0.563, -0.422], [0.544, -0.078, -0.322], [-0.043, 0.212, 0.143], [0.041, 0.506, 0.392], [0.009, -0.097, 0.090], [-0.233, -0.070, -0.113], [-0.152, 0.018, -0.399], [0.214, -0.307, 0.031], [-0.054, 0.063, 0.076], [0.062, 0.015, 0.097], [-0.065, -0.005, 0.035], [-0.008, 0.068, -0.410], [-0.421, 0.138, -0.147], [0.558, 0.019, -0.022], [0.035, -0.087, 0.276], [0.018, 0.149, 0.112], [-0.022, -0.041, -0.014], [-0.014, -0.105, -0.030], [-0.246, -0.250, 0.166], [-0.005, -0.032, -0.018], [0.084, -0.072, 0.009], [0.016, -0.042, 0.044], [-0.025, 0.010, 0.009], [0.061, 0.062, 0.049], [-0.022, 0.044, 0.045], [0.003, -0.056, -0.043], [0.057, -0.004, -0.114], [0.091, -0.029, -0.066], [-0.026, -0.100, -0.044], [-0.099, -0.035, 0.034], [-0.058, 0.095, 0.075], [0.053, -0.039, 0.115], [0.018, 0.097, -0.019], [-0.041, 0.064, 0.015], [0.067, 0.059, 0.031], [-0.056, 0.094, 0.010], [0.094, -0.073, -0.001], [0.046, 0.162, 0.164], [0.028, 0.043, 0.002], [-0.047, 0.049, 0.077], [-0.089, -0.045, 0.032], [0.013, -0.095, -0.082], [0.102, 0.083, -0.036], [-0.098, -0.058, 0.104], [-0.062, -0.090, -0.082], [0.009, 0.056, -0.077], [-0.103, 0.012, -0.012]]
}

=====

No. 3
{
  "formula": "C23H26N4O2",
  "method": "ωB97M-V/def2-TZVPD",
  "gap_ha": 0.32989,
  "energy_ev": -34330.626,
  "homo_ha": -0.3093,
  "symbols": ["C", "H", "H", "C", "N", "C", "O", "C", "H", "H", "C", "N", "C", "N", "C", "C", "C", "C", "C", "C", "H", "H", "H", "H", "C", "N", "C", "O", "C", "C", "C", "C", "C", "C", "C", "H", "H", "H", "H", "H", "H", "H", "C", "H", "H", "H", "H", "H", "H", "C", "H", "H", "H", "H", "H"],
  "xyz": [[-0.846, 3.410, -0.521], [-0.085, 3.269, -1.286], [-0.961, 4.475, -0.337], [-2.174, 2.811, -0.979], [-2.030, 1.380, -1.164], [-2.828, 0.485, -0.563], [-3.704, 0.785, 0.225], [-2.596, -0.972, -0.984], [-3.373, -1.575, -0.513], [-2.729, -1.025, -2.068], [-1.225, -1.590, -0.681], [-0.774, -1.498, 0.687], [0.540, -1.748, 0.972], [0.830, -1.704, 2.235], [-0.358, -1.429, 2.865], [-0.614, -1.299, 4.224], [-1.915, -1.071, 4.611], [-2.940, -0.975, 3.669], [-2.707, -1.095, 2.314], [-1.398, -1.311, 1.908], [-3.523, -0.994, 1.621], [-3.950, -0.803, 4.008], [-2.153, -0.968, 5.659], [0.191, -1.386, 4.936], [1.472, -2.104, -0.138], [1.131, -1.295, -1.304], [-0.143, -1.025, -1.621], [-0.449, -0.402, -2.629], [2.173, -0.831, -2.201], [2.906, 0.386, -1.694], [4.229, 0.600, -2.060], [4.901, 1.729, -1.629], [4.260, 2.655, -0.823], [2.942, 2.447, -0.454], [2.268, 1.320, -0.889], [1.241, 1.162, -0.595], [2.435, 3.165, 0.175], [4.786, 3.535, -0.484], [5.929, 1.885, -1.920], [4.733, -0.121, -2.688], [2.871, -1.647, -2.400], [1.670, -0.571, -3.140], [2.912, -1.951, 0.334], [3.145, -0.908, 0.521], [3.620, -2.359, -0.382], [3.006, -2.489, 1.273], [1.298, -3.166, -0.400], [-1.297, -2.664, -0.943], [-1.416, 1.069, -1.907], [-2.653, 3.456, -2.277], [-3.603, 3.025, -2.583], [-1.924, 3.293, -3.069], [-2.785, 4.526, -2.139], [-2.930, 2.941, -0.197], [-0.515, 2.934, 0.400]],
  "forces_ev_per_angstrom": [[-0.294, -0.085, 0.031], [0.131, 0.005, -0.079], [0.045, 0.146, 0.004], [-0.041, 0.247, 0.126], [0.299, 0.340, -0.182], [0.125, -0.380, -0.249], [-0.363, 0.036, 0.202], [0.036, -0.048, 0.169], [0.052, 0.092, -0.038], [0.011, -0.088, 0.106], [-0.333, -0.168, -0.535], [0.428, 0.074, 0.040], [-0.064, 0.005, 0.279], [0.569, -0.137, -0.188], [-0.587, 0.051, -0.422], [-0.049, 0.021, -0.072], [0.089, 0.016, 0.167], [-0.083, -0.021, -0.080], [-0.243, -0.025, -0.067], [0.140, -0.039, 0.772], [-0.056, 0.039, -0.066], [-0.092, 0.023, 0.011], [-0.014, 0.007, 0.084], [0.095, -0.017, 0.087], [0.104, -0.393, 0.242], [0.190, 0.116, -0.079], [-0.165, -0.127, 0.068], [-0.157, 0.033, -0.263], [-0.025, 0.076, -0.387], [0.046, 0.068, -0.013], [-0.131, -0.031, -0.009], [0.076, 0.036, -0.022], [0.060, 0.079, 0.030], [-0.026, 0.043, 0.016], [0.010, -0.072, -0.086], [-0.128, -0.012, 0.060], [-0.052, 0.067, 0.060], [0.050, 0.070, 0.035], [0.090, 0.014, -0.017], [0.068, -0.100, -0.058], [-0.029, 0.060, 0.007], [0.167, -0.154, 0.171], [-0.145, -0.041, -0.021], [0.044, 0.029, 0.067], [0.049, -0.023, -0.082], [0.034, -0.036, 0.014], [0.055, 0.166, 0.092], [-0.039, 0.232, -0.005], [-0.099, -0.165, 0.077], [-0.056, -0.119, 0.288], [-0.084, -0.018, -0.063], [0.080, 0.012, -0.122], [-0.003, 0.142, -0.040], [0.144, -0.006, -0.150], [0.069, -0.042, 0.090]]
}